[1]
Here is a 8-piece molecular cluster, C15H41F6N3O18PS4 overall at a distorted geometry from OMol25. Energies are from ωB97M-V/def2-TZVPD.

The geometry in XYZ format:
```
88
Properties=species:S:1:pos:R:3:forces:R:3
P 0.263 0.028 0.065 -1.79 -2.07 0.37
F -0.487 1.347 -0.422 0.10 1.37 -0.06
F -1.209 -0.507 0.623 -0.15 0.18 -0.95
F 0.064 -0.514 -1.481 0.27 0.41 0.54
F 0.717 -1.537 0.372 1.23 1.54 0.29
F 1.732 0.664 -0.219 -0.17 -0.90 -0.79
F 0.461 0.608 1.557 0.32 -0.30 0.33
C 3.773 -0.800 -2.166 -0.63 1.50 0.52
N 4.188 -1.988 -2.892 -0.44 -2.01 0.26
O 4.989 -1.890 -3.799 -0.14 0.07 0.39
O 3.599 -3.037 -2.579 0.91 1.23 -0.46
H 2.891 -0.483 -2.722 -0.09 0.27 0.08
H 4.512 0.001 -2.157 0.18 -0.37 -0.50
H 3.466 -0.954 -1.131 0.04 -0.72 -0.29
C 0.021 -3.961 -2.578 0.28 0.22 -0.25
N -0.840 -5.207 -2.417 -2.12 3.56 -0.05
O -0.291 -6.220 -2.629 1.17 -2.84 -0.14
O -2.064 -5.058 -2.260 1.76 -0.16 -0.05
H -0.354 -3.058 -2.095 -0.38 -0.42 0.04
H 0.081 -3.829 -3.658 -0.34 0.13 -0.01
H 1.059 -4.131 -2.292 -0.30 -0.45 0.40
C -4.053 2.183 -0.003 1.65 -0.68 0.40
N -5.431 1.760 -0.101 -2.76 -0.52 1.23
O -6.143 2.503 -0.742 -0.13 0.10 -0.63
O -5.903 0.812 0.558 1.70 1.12 -1.03
H -3.478 1.348 0.398 0.13 0.17 -0.03
H -4.000 3.039 0.670 -0.21 -0.13 0.02
H -3.674 2.491 -0.978 -0.36 -0.20 0.25
O 1.263 0.616 -4.381 -0.11 1.54 0.01
S 1.188 2.057 -4.554 -1.64 0.47 0.70
O 1.795 2.677 -5.696 -0.01 -0.16 0.78
O -0.404 2.552 -4.684 1.40 -0.16 0.41
C -1.422 1.956 -3.813 -0.28 -0.48 -1.81
C -2.178 2.968 -2.954 1.02 -0.41 0.89
C 1.641 2.867 -2.926 -0.27 -1.22 -0.84
H -0.917 1.075 -3.419 -0.50 0.17 1.05
H -2.168 1.571 -4.509 0.19 -0.22 -0.28
H -1.803 2.838 -1.939 0.10 0.62 0.16
H -3.251 2.791 -2.885 0.06 -0.28 -0.51
H -2.042 3.986 -3.319 0.18 -0.08 0.05
H 1.182 2.222 -2.177 -0.14 -0.03 -0.02
H 1.260 3.882 -2.815 0.20 -0.10 -0.49
H 2.719 2.762 -2.805 -0.04 0.27 -0.19
O 3.439 7.224 1.680 -0.82 -2.18 0.50
S 3.129 5.826 1.992 -1.57 1.45 0.26
O 2.448 5.482 3.255 1.49 0.42 -2.45
O 2.297 5.217 0.695 1.06 0.55 0.98
C 1.218 4.316 0.838 -3.81 0.48 -0.38
C -0.002 5.032 1.524 0.89 -0.74 0.62
C 4.591 4.911 1.739 0.79 -0.54 0.71
H 1.302 3.309 1.246 1.20 0.27 0.74
H 0.822 4.063 -0.145 0.77 0.38 -0.59
H -0.343 5.974 1.095 0.60 0.05 -0.25
H 0.357 5.173 2.544 -0.66 0.35 0.08
H -0.891 4.401 1.547 0.20 -0.37 -0.01
H 4.974 4.649 2.725 -0.15 -0.29 0.00
H 5.370 5.527 1.289 -0.44 -0.02 -0.37
H 4.304 4.036 1.157 0.41 0.04 0.14
O 0.996 -4.195 4.547 0.91 0.51 -0.18
S 1.628 -3.022 5.090 0.01 2.43 2.48
O 2.335 -3.047 6.377 -0.08 -0.54 -2.46
O 2.557 -2.165 3.957 -1.69 -1.47 4.82
C 2.154 -2.377 2.660 1.49 -0.27 -2.79
C 3.236 -3.259 2.100 -0.06 -1.11 -0.50
C 0.350 -1.752 5.406 1.27 -0.58 -1.30
H 2.304 -1.402 2.195 -1.02 -0.01 -0.17
H 1.215 -2.902 2.486 -0.37 0.78 0.37
H 4.192 -2.887 2.469 0.13 -0.06 -0.49
H 3.163 -3.392 1.021 0.30 0.44 -0.14
H 3.096 -4.273 2.477 0.12 -0.08 0.31
H -0.335 -2.142 6.159 -0.04 0.09 -0.37
H -0.012 -1.585 4.391 -0.85 0.12 0.28
H 0.880 -0.849 5.707 -0.06 -0.22 0.23
O -4.277 -4.645 2.351 0.54 -0.75 -1.18
S -3.030 -4.440 1.636 -0.18 2.20 1.11
O -1.961 -5.416 1.659 -1.38 0.86 -0.67
O -3.281 -3.958 0.096 -0.08 -0.39 0.36
C -4.316 -2.952 -0.268 1.08 0.90 -0.63
C -4.006 -2.307 -1.664 1.07 -0.81 -0.19
C -2.460 -2.869 2.393 0.08 -1.28 -0.89
H -4.184 -2.108 0.408 -0.67 -0.32 0.47
H -5.291 -3.440 -0.266 0.14 0.20 0.30
H -4.649 -1.514 -2.047 -1.02 -0.47 0.56
H -3.869 -3.068 -2.432 -0.35 -0.09 0.00
H -3.074 -1.744 -1.717 0.52 -0.33 0.80
H -2.221 -3.122 3.426 0.11 0.03 -0.13
H -3.309 -2.186 2.356 0.26 0.01 -0.04
H -1.604 -2.553 1.797 -0.04 0.34 0.31
```
Positions in Å, forces in eV/Å.

Values from the calculation:
Total energy: -126476.280 eV
Lowest unoccupied orbital energy: 1.5 eV
Charge: -1
Frontier orbital gap: 10.2 eV

[2]
Here is a 3-piece molecular cluster, C15H41N3O4PS overall at a distorted geometry from OMol25. Energies are from ωB97M-V/def2-TZVPD.

The geometry in XYZ format:
```
65
Properties=species:S:1:pos:R:3:forces:R:3
C -0.346 2.715 -0.550 -0.54 0.24 -1.40
C -1.011 2.959 -1.951 -0.30 -0.08 0.92
C -1.968 1.762 -2.318 1.65 0.92 -0.58
S -3.643 2.351 -2.804 0.82 -0.62 -1.18
P -5.130 1.978 -1.280 -2.85 2.12 3.17
N -5.590 3.307 -0.543 0.75 -1.46 -0.91
H 0.504 2.037 -0.684 -0.16 0.17 0.37
H -0.036 3.698 -0.183 0.15 -0.46 0.26
H -1.112 2.263 0.092 0.42 0.22 0.21
H -1.570 3.909 -1.903 0.08 -0.35 0.00
H -0.250 3.107 -2.728 -0.27 -0.24 0.13
H -1.543 1.310 -3.225 -0.63 -0.16 0.20
H -1.991 0.993 -1.536 -0.58 0.27 -0.17
H -3.554 3.722 -2.847 -0.10 -0.64 0.67
H -6.242 1.372 -1.918 0.86 -0.46 -0.38
H -4.632 1.070 -0.300 0.72 -0.05 -1.13
H -6.583 3.457 -0.700 0.05 0.40 -0.16
C -1.904 -4.044 2.877 0.10 -0.14 -0.19
O -2.461 -4.906 1.898 -0.06 0.28 0.24
C -3.871 -5.064 2.013 -0.05 -0.32 -0.37
C -4.580 -4.409 0.839 0.14 0.15 0.21
N -4.493 -2.952 0.917 -0.04 -0.01 -0.25
C -4.931 -2.266 -0.293 0.21 -0.08 0.20
C -4.134 -2.498 -1.580 -0.24 0.28 -0.11
O -2.817 -1.964 -1.546 -0.12 -0.05 0.00
C -1.833 -2.818 -0.971 0.20 0.24 0.00
H -0.820 -4.110 2.799 -0.03 -0.05 -0.04
H -2.197 -3.003 2.704 -0.05 0.05 0.16
H -2.200 -4.347 3.884 -0.02 0.07 0.03
H -4.247 -4.687 2.967 0.06 0.13 -0.02
H -4.072 -6.138 1.979 -0.03 0.01 0.02
H -5.633 -4.704 0.844 0.00 0.02 -0.02
H -4.120 -4.792 -0.079 -0.06 -0.18 0.00
H -3.533 -2.691 1.098 0.02 -0.03 0.09
H -4.889 -1.194 -0.076 -0.06 0.07 -0.02
H -5.982 -2.513 -0.473 0.02 -0.05 -0.06
H -4.650 -1.954 -2.379 0.02 -0.02 -0.03
H -4.125 -3.547 -1.889 0.12 -0.05 0.13
H -2.047 -3.873 -1.152 -0.08 0.01 0.06
H -1.738 -2.633 0.101 0.00 -0.19 0.04
H -0.873 -2.578 -1.429 -0.06 0.02 -0.06
C 6.944 2.482 2.696 -0.21 0.10 0.01
O 6.217 3.266 1.764 0.25 -0.23 0.06
C 6.813 3.312 0.471 -0.34 0.30 -0.23
C 5.959 2.564 -0.540 0.16 -0.21 0.26
N 6.005 1.124 -0.308 -0.22 0.15 -0.14
C 5.023 0.365 -1.079 0.15 -0.05 0.23
C 3.541 0.629 -0.801 -0.02 -0.32 -0.21
O 3.110 0.216 0.487 -0.08 0.36 -0.13
C 3.321 1.167 1.521 -0.07 -0.30 0.14
H 6.496 2.633 3.677 -0.03 0.05 -0.05
H 6.883 1.416 2.453 0.17 -0.04 0.02
H 7.991 2.791 2.740 0.03 -0.07 -0.01
H 7.839 2.935 0.482 -0.04 -0.13 0.06
H 6.850 4.365 0.179 0.04 -0.01 -0.02
H 6.331 2.773 -1.548 -0.02 -0.02 -0.01
H 4.937 2.955 -0.461 0.02 0.20 -0.07
H 5.842 0.945 0.674 0.09 0.00 0.04
H 5.214 -0.692 -0.876 -0.09 -0.02 -0.06
H 5.218 0.521 -2.144 -0.04 0.06 -0.01
H 2.969 0.023 -1.511 0.01 -0.04 0.03
H 3.255 1.670 -0.994 0.10 0.09 0.16
H 3.238 2.196 1.162 0.11 0.00 -0.05
H 4.292 1.013 1.995 0.04 0.21 0.02
H 2.560 1.008 2.287 -0.04 -0.06 -0.07
```
Positions in Å, forces in eV/Å.

Values from the calculation:
Total energy: -48992.106 eV
Lowest unoccupied orbital energy: -4.2 eV
Charge: +1
Frontier orbital gap: 6.2 eV